This record from the Open Molecules 2025 dataset describes a molecular structure, C68H54AsBrClIMoN5OP2. The level of theory is ωB97M-V with the def2-TZVPD basis set.

Geometry (Å):
Mo: -0.39900 -0.62994 0.84907
N: 0.25444 -3.99525 1.52289
C: 1.21587 -3.39405 0.74995
C: 2.31653 -4.20775 0.43207
C: 3.35666 -3.70075 -0.29535
C: 3.29301 -2.36970 -0.71208
C: 2.17963 -1.65242 -0.39894
N: 1.11963 -2.12903 0.31426
C: -0.87506 -3.55912 2.18752
C: -1.36459 -4.42494 3.17009
C: -2.46910 -4.07230 3.90422
C: -3.08419 -2.85613 3.62862
C: -2.56741 -2.08063 2.62670
N: -1.47507 -2.40290 1.88218
H: 0.52633 -4.92214 1.81028
H: 2.33459 -5.22963 0.78749
H: 4.21376 -4.31952 -0.52603
H: 4.09747 -1.88326 -1.24185
H: 2.10465 -0.62903 -0.71785
H: -0.84745 -5.35615 3.36054
H: -2.84272 -4.72826 4.67895
H: -3.96018 -2.52049 4.16429
H: -3.05660 -1.15794 2.37271
Cl: -2.72742 1.81319 6.94080
C: -1.85110 1.02194 5.69088
C: -0.82107 0.17919 6.00756
C: -0.07209 -0.46969 4.99910
I: 1.45234 -1.76588 5.51346
C: -0.37104 -0.23824 3.68229
O: 0.28879 -0.78673 2.64904
C: -1.45057 0.59779 3.35047
N: -1.70869 0.71739 2.00857
C: -2.68916 1.52876 1.64186
C: -3.46555 2.25070 2.55276
C: -3.23936 2.10437 3.89673
C: -2.20857 1.25116 4.33379
H: -0.57295 0.01071 7.04663
H: -2.87830 1.60871 0.58052
H: -4.24239 2.90374 2.18163
H: -3.83929 2.63659 4.62314
C: 0.80681 -2.36930 -4.51766
C: 0.31538 -1.19812 -3.72071
C: -0.00538 0.02207 -4.30050
C: -0.41589 1.07398 -3.50250
C: -0.49510 0.86409 -2.14241
Br: -1.07206 2.29070 -1.06991
N: -0.20561 -0.29470 -1.53768
C: 0.18263 -1.30090 -2.34811
H: 0.60336 -2.23472 -5.57844
H: 0.33079 -3.29388 -4.19108
H: 1.88618 -2.48444 -4.39807
H: 0.06247 0.15355 -5.37290
H: -0.66808 2.03794 -3.91786
H: 0.37523 -2.25067 -1.87533
C: 2.24550 2.28790 -0.38310
P: 1.37298 1.50150 1.03780
C: 0.56038 2.94894 1.80905
C: 0.30925 2.95356 3.18175
C: -0.27549 4.05107 3.79289
C: -0.61404 5.17013 3.04341
C: -0.33926 5.19102 1.68387
C: 0.25084 4.09324 1.07302
C: 2.72434 1.15150 2.21331
C: 3.31000 2.21825 2.90127
C: 4.43132 2.01816 3.69040
C: 4.99673 0.75514 3.79220
C: 4.42679 -0.30879 3.11033
C: 3.29384 -0.11406 2.33499
P: 3.64310 1.42933 -1.29491
C: 3.08262 1.64371 -3.02915
C: 2.53801 2.83126 -3.53090
C: 2.25900 2.96820 -4.88016
C: 2.53685 1.92434 -5.75866
C: 3.08670 0.74670 -5.28005
C: 3.35029 0.60764 -3.92062
C: 4.94697 2.70294 -1.17949
C: 5.64880 3.10905 -2.31202
C: 6.70962 3.99649 -2.19543
C: 7.07930 4.48510 -0.95167
C: 6.39161 4.07467 0.18205
C: 5.33630 3.18332 0.06938
H: 2.64317 3.20936 0.04936
H: 1.49832 2.57497 -1.11904
H: 0.61882 2.11789 3.79642
H: -0.44136 4.04202 4.86298
H: -1.05914 6.03229 3.52158
H: -0.56355 6.07105 1.09610
H: 0.49584 4.16308 0.02044
H: 2.90347 3.21858 2.81787
H: 4.86817 2.85496 4.21895
H: 5.87568 0.60198 4.40389
H: 4.85993 -1.29748 3.18874
H: 2.85430 -0.96685 1.84691
H: 2.38548 3.67989 -2.87379
H: 1.86240 3.90179 -5.25868
H: 2.35100 2.04605 -6.81818
H: 3.33811 -0.05300 -5.96523
H: 3.80933 -0.30563 -3.55831
H: 5.37217 2.74375 -3.29357
H: 7.24534 4.30855 -3.08185
H: 7.90211 5.18160 -0.86579
H: 6.68243 4.44494 1.15634
H: 4.82944 2.85142 0.96681
C: -6.79360 -2.31779 1.49888
C: -5.94998 -3.34210 1.09478
C: -4.72639 -3.05050 0.50644
C: -4.35550 -1.72499 0.31557
C: -5.20874 -0.69544 0.70374
C: -6.42493 -0.99289 1.29970
As: -2.67821 -1.28647 -0.55589
C: -3.35421 -0.37006 -2.11602
C: -3.91340 0.89325 -2.22033
C: -4.43443 1.30772 -3.43787
C: -4.40268 0.45545 -4.53510
C: -3.87089 -0.81930 -4.42089
C: -3.34402 -1.24706 -3.20681
C: -2.80929 -2.59937 -2.94952
C: -2.72757 -3.62633 -3.88492
C: -2.21454 -4.86067 -3.51622
C: -1.77172 -5.08606 -2.21802
C: -1.85014 -4.07061 -1.27336
C: -2.37328 -2.84218 -1.64479
H: -7.74802 -2.54978 1.95194
H: -6.24786 -4.37373 1.22764
H: -4.08248 -3.86108 0.18923
H: -4.95208 0.34091 0.52186
H: -7.09387 -0.19367 1.58994
H: -3.95982 1.56792 -1.37511
H: -4.87457 2.29153 -3.52832
H: -4.81640 0.78069 -5.48009
H: -3.88494 -1.48102 -5.27676
H: -3.07117 -3.47484 -4.89960
H: -2.16484 -5.65751 -4.24636
H: -1.38390 -6.05727 -1.94070
H: -1.52584 -4.25626 -0.26031

## Properties
* ΔE to the lowest compared entry with this formula, charge and spin: 0.0 kJ/mol
* Kohn-Sham gap (spin up / spin down): 5.556 / 5.479 eV
* charge: +3
* multiplicity: 3
* E_tot: -252809.5326 eV
* <S²>: 2.0352
* strongest force on any atom: 0.5 eV/A
* E_LUMO (spin up / spin down): -8.589 / -8.666 eV